[1]
The following is a DFT calculation (ωB97M-V/def2-TZVPD) of C30H32F3N2O8PS2Se2Tc as an isolated structure.

Output
ΔE to the lowest compared entry with this formula, charge and spin, kcal/mol: 104.0
HOMO level (alpha / beta), eV: -5.63 / -5.84
Molar mass, Da: 956.6
Maximum force, eV Å⁻¹: 2.94
Spin multiplicity: 2
Kohn-Sham gap (alpha / beta), Eh: 0.111 / 0.118
LUMO level (alpha / beta), eV: -2.6 / -2.6

Last column: Mulliken charge in e.
Positions of all 81 atoms, in Å:
1 Tc -0.325 -0.295 -0.715  0.97
2 O 1.127 4.965 -2.461  -0.51
3 C 2.137 4.057 -2.871  -1.50
4 C 1.881 2.586 -2.467  2.24
5 C 3.069 1.818 -3.076  -1.25
6 O 3.009 0.414 -3.041  -0.44
7 C 1.867 2.546 -0.939  -1.12
8 Se 1.785 0.828 0.002  -0.35
9 C 0.525 2.224 -3.066  -1.45
10 Se -0.133 0.384 -2.972  -0.04
11 H 1.198 5.099 -1.511  0.35
12 H 3.115 4.368 -2.484  0.47
13 H 2.173 4.128 -3.960  0.49
14 H 3.985 2.183 -2.588  0.35
15 H 3.142 2.080 -4.136  0.45
16 H 2.852 0.137 -2.124  0.15
17 H 1.040 3.165 -0.578  0.31
18 H 2.799 2.992 -0.580  0.55
19 H 0.523 2.459 -4.132  0.61
20 H -0.234 2.842 -2.593  0.39
21 N -3.277 0.222 0.025  0.14
22 P -1.877 1.231 -0.011  2.42
23 C -2.518 2.672 -0.924  0.53
24 C -2.870 2.504 -2.265  -0.51
25 C -3.410 3.555 -2.984  -0.79
26 C -3.605 4.788 -2.373  -0.61
27 C -3.273 4.958 -1.040  -0.73
28 C -2.738 3.902 -0.312  -0.40
29 C -1.756 1.827 1.696  0.36
30 C -2.716 1.520 2.655  -0.72
31 C -2.583 1.993 3.952  -0.68
32 C -1.490 2.769 4.301  -0.60
33 C -0.524 3.069 3.352  -0.92
34 C -0.655 2.598 2.057  -0.35
35 C -3.300 -0.965 -0.669  -0.10
36 C -4.498 -1.657 -0.881  -1.10
37 C -4.473 -2.812 -1.627  -0.41
38 C -3.269 -3.268 -2.157  -1.05
39 C -2.131 -2.549 -1.886  -0.69
40 N -2.133 -1.424 -1.150  0.79
41 H -4.182 0.622 0.225  0.41
42 H -2.709 1.548 -2.748  0.42
43 H -3.672 3.415 -4.025  0.44
44 H -4.017 5.614 -2.939  0.40
45 H -3.431 5.915 -0.558  0.44
46 H -2.486 4.044 0.731  0.42
47 H -3.554 0.882 2.410  0.37
48 H -3.327 1.737 4.694  0.40
49 H -1.380 3.124 5.317  0.37
50 H 0.347 3.650 3.625  0.43
51 H 0.125 2.800 1.334  0.34
52 H -5.420 -1.274 -0.465  0.47
53 H -5.391 -3.358 -1.803  0.41
54 H -3.211 -4.168 -2.750  0.49
55 H -1.161 -2.861 -2.247  0.64
56 F -0.903 -3.947 0.541  -0.26
57 C -0.049 -4.872 0.057  0.70
58 F -0.089 -5.920 0.881  -0.28
59 F -0.539 -5.279 -1.126  -0.27
60 S 1.453 -2.683 -0.089  0.99
61 O 1.807 -1.269 2.419  -0.56
62 O 2.967 -2.776 -0.136  -0.57
63 O 0.953 -2.237 -1.401  -0.76
64 C 5.108 -5.848 2.746  -1.60
65 C 4.211 -4.651 2.597  1.16
66 C 4.476 -3.678 1.691  -1.27
67 C 3.611 -2.532 1.525  0.86
68 C 2.509 -2.383 2.484  0.19
69 C 2.273 -3.403 3.412  -0.83
70 C 3.082 -4.514 3.456  -0.82
71 S -0.049 -1.420 2.692  0.36
72 O 1.204 -4.415 -0.043  -0.41
73 O -0.250 -0.410 3.700  -0.56
74 O -0.514 -0.965 1.353  -0.35
75 H 5.651 -6.051 1.823  0.36
76 H 4.534 -6.736 3.010  0.39
77 H 5.841 -5.683 3.539  0.32
78 H 5.322 -3.764 1.022  0.35
79 H 4.084 -1.587 1.281  0.32
80 H 1.461 -3.289 4.117  0.46
81 H 2.877 -5.291 4.181  0.34


[2]
The following is a DFT calculation (ωB97M-V/def2-TZVPD) of C30H32N4NiP2Si as an isolated structure.

Output
ΔE to the lowest compared entry with this formula, charge and spin, kcal/mol: 15.2
HOMO level (alpha / beta), eV: -7.96 / -7.87
Molar mass, Da: 597.3
Maximum force, eV Å⁻¹: 0.62
Kohn-Sham gap (alpha / beta), Eh: 0.277 / 0.283
LUMO level (alpha / beta), eV: -0.4 / -0.2

Last column: natural (NBO) charge in e.
Positions of all 70 atoms, in Å:
1 Ni 0.330 -0.542 -0.783  0.84
2 N -0.232 1.289 1.457  -1.27
3 P 0.401 -0.301 1.601  1.04
4 C 1.405 -0.271 3.091  -0.32
5 C 0.839 -0.126 4.359  -0.20
6 C 1.661 -0.073 5.472  -0.22
7 C 3.040 -0.175 5.323  -0.17
8 C 3.603 -0.329 4.066  -0.21
9 C 2.786 -0.379 2.944  -0.20
10 C -1.075 -1.311 1.968  -0.37
11 C -2.357 -0.787 2.088  -0.23
12 C -3.455 -1.635 2.168  -0.15
13 C -3.277 -3.008 2.128  -0.22
14 C -2.000 -3.541 2.011  -0.19
15 C -0.905 -2.698 1.923  -0.21
16 P -0.505 1.479 -0.205  1.16
17 C -2.146 2.209 -0.413  -0.41
18 C -2.661 3.117 0.510  -0.13
19 C -3.919 3.664 0.321  -0.23
20 C -4.667 3.314 -0.797  -0.19
21 C -4.159 2.412 -1.719  -0.20
22 C -2.903 1.853 -1.526  -0.19
23 C 0.632 2.772 -0.756  -0.32
24 C 0.299 3.634 -1.797  -0.21
25 C 1.238 4.529 -2.286  -0.21
26 C 2.515 4.564 -1.743  -0.19
27 C 2.855 3.702 -0.710  -0.19
28 C 1.919 2.805 -0.221  -0.22
29 H -0.019 2.034 2.107  0.42
30 H -0.237 -0.070 4.471  0.22
31 H 1.228 0.037 6.458  0.22
32 H 3.679 -0.141 6.196  0.22
33 H 4.676 -0.418 3.954  0.23
34 H 3.221 -0.505 1.958  0.24
35 H -2.499 0.287 2.109  0.22
36 H -4.450 -1.219 2.255  0.21
37 H -4.134 -3.666 2.181  0.22
38 H -1.860 -4.613 1.974  0.22
39 H 0.088 -3.120 1.810  0.22
40 H -2.080 3.397 1.380  0.20
41 H -4.317 4.366 1.042  0.22
42 H -5.649 3.743 -0.945  0.22
43 H -4.745 2.135 -2.586  0.22
44 H -2.511 1.131 -2.232  0.24
45 H -0.697 3.614 -2.224  0.22
46 H 0.972 5.199 -3.093  0.22
47 H 3.249 5.259 -2.129  0.22
48 H 3.854 3.715 -0.295  0.22
49 H 2.204 2.118 0.567  0.22
50 N 2.177 -0.457 -1.410  -0.75
51 C 3.303 -0.581 -1.110  0.60
52 N 4.531 -0.551 -0.780  -0.70
53 C 5.298 -1.623 -0.705  0.43
54 N 6.041 -2.505 -0.607  -0.46
55 C 0.702 -3.589 -1.553  -1.12
56 Si -0.033 -2.586 -2.967  1.62
57 C 1.258 -2.275 -4.272  -1.12
58 C -1.429 -3.614 -3.677  -1.11
59 C -0.704 -0.949 -2.341  -1.19
60 H 1.318 -4.407 -1.934  0.25
61 H -0.091 -4.022 -0.935  0.23
62 H 1.352 -2.992 -0.908  0.23
63 H 1.683 -3.212 -4.638  0.24
64 H 2.070 -1.665 -3.872  0.25
65 H 0.822 -1.744 -5.121  0.23
66 H -1.067 -4.584 -4.027  0.23
67 H -1.902 -3.107 -4.521  0.23
68 H -2.197 -3.798 -2.921  0.23
69 H -1.753 -1.016 -2.030  0.21
70 H -0.614 -0.171 -3.106  0.22


[3]
The following is a DFT calculation (ωB97M-V/def2-TZVPD) of C30H32N5O3Sr as an isolated structure.

Output
ΔE to the lowest compared entry with this formula, charge and spin, kcal/mol: 21.7
HOMO level, eV: -4.29
Molar mass, Da: 598.2
Maximum force, eV Å⁻¹: 2.55
Kohn-Sham gap, Eh: 0.258
Total charge: -1
LUMO level, eV: 2.7

Last column: natural (NBO) charge in e.
Positions of all 71 atoms, in Å:
1 Sr 0.439 -0.288 0.034  1.79
2 C -1.885 -1.365 -2.997  -0.41
3 N -2.090 -0.252 -2.086  -0.47
4 C -2.073 1.049 -2.779  -0.21
5 C -0.956 1.978 -2.316  -0.43
6 C 0.451 1.543 -2.781  -0.24
7 N 1.348 1.317 -1.662  -0.52
8 C 2.306 2.132 -1.472  0.18
9 C 3.315 2.090 -0.416  -0.26
10 C 4.303 3.082 -0.470  -0.14
11 C 5.342 3.149 0.433  -0.33
12 C 5.399 2.173 1.440  -0.20
13 C 4.451 1.185 1.530  -0.27
14 C 3.355 1.094 0.619  0.43
15 O 2.486 0.170 0.734  -0.84
16 C -3.329 -0.385 -1.322  -0.21
17 C -3.517 -1.672 -0.522  -0.41
18 C -2.389 -2.014 0.458  -0.23
19 N -1.823 -0.806 1.012  -0.52
20 C -2.105 -0.442 2.195  0.16
21 C -1.572 0.751 2.849  -0.29
22 C -1.922 0.962 4.189  -0.15
23 C -1.440 2.027 4.917  -0.33
24 C -0.558 2.916 4.282  -0.18
25 C -0.194 2.750 2.969  -0.33
26 C -0.696 1.673 2.177  0.50
27 O -0.368 1.549 0.948  -0.86
28 H -2.711 -1.469 -3.724  0.15
29 H -1.781 -2.298 -2.443  0.21
30 H -0.953 -1.228 -3.542  0.21
31 H -3.035 1.548 -2.620  0.18
32 H -1.996 0.880 -3.861  0.18
33 H -0.976 2.031 -1.225  0.26
34 H -1.160 2.989 -2.681  0.20
35 H 0.869 2.284 -3.477  0.16
36 H 0.369 0.597 -3.323  0.19
37 H 2.436 2.969 -2.177  0.13
38 H 4.236 3.820 -1.265  0.19
39 H 6.091 3.926 0.366  0.19
40 H 6.209 2.198 2.163  0.19
41 H 4.494 0.434 2.310  0.20
42 H -4.199 -0.289 -1.999  0.15
43 H -3.364 0.459 -0.630  0.21
44 H -3.681 -2.523 -1.189  0.20
45 H -4.446 -1.534 0.039  0.20
46 H -1.594 -2.542 -0.076  0.21
47 H -2.767 -2.688 1.240  0.17
48 H -2.779 -1.059 2.813  0.13
49 H -2.592 0.247 4.658  0.19
50 H -1.723 2.168 5.952  0.20
51 H -0.149 3.750 4.843  0.20
52 H 0.500 3.425 2.484  0.21
53 O 0.713 -2.059 -1.210  -0.90
54 C 0.890 -3.329 -1.168  0.49
55 C 0.820 -4.121 -2.347  -0.33
56 C 1.000 -5.485 -2.336  -0.20
57 C 1.255 -6.163 -1.142  -0.32
58 C 1.327 -5.422 0.023  -0.17
59 C 1.164 -4.036 0.049  -0.24
60 C 1.288 -3.335 1.339  0.38
61 N 0.802 -2.159 1.683  -0.55
62 C 1.152 -1.952 2.997  -0.08
63 C 1.861 -3.012 3.460  -0.11
64 N 1.946 -3.886 2.398  -0.53
65 H 0.623 -3.592 -3.272  0.20
66 H 0.937 -6.039 -3.267  0.19
67 H 1.381 -7.237 -1.123  0.20
68 H 1.492 -5.952 0.957  0.18
69 H 0.877 -1.045 3.511  0.22
70 H 2.323 -3.217 4.410  0.21
71 H 2.461 -4.746 2.378  0.41